Entry 1:
This record from the OMol25 dataset describes CH6N2OP2S in the gas phase. The level of theory is wB97M-V/def2-TZVPD.

The SMILES is CN/P=N\POS. Its max |F| is 3.61 eV/Å. Its relative energy (zero: lowest compared OMol25 entry of this formula, charge and spin) is 0.000 eV. The HOMO energy comes out at -8.582 eV.

Positions of all 13 atoms, in Å:
H -2.00348 -0.31366 0.85117
H -2.30264 -0.10175 -0.82843
N 1.84752 -2.07187 0.31508
S 2.87812 1.81607 0.50057
O 2.74357 0.54581 -0.62156
C -1.57794 0.04128 -0.02075
P 0.30640 -1.96617 0.58162
P 2.96503 -1.15377 -0.52821
N -0.33870 -0.56646 -0.19333
H 0.32701 -0.27018 -0.86433
H -1.63830 1.12829 0.00238
H 1.93691 1.26240 1.35150
H 3.77081 -1.34368 0.61296

---

Entry 2:
This record from the OMol25 dataset describes 2 unconnected molecules or ions with the total composition C5H8N2. The level of theory is wB97M-V/def2-TZVPD.

The SMILES is C1=CC1.N=C=CN. Its max |F| is 0.75 eV/Å. Its relative energy (zero: lowest compared OMol25 entry of this formula, charge and spin) is 4.690 eV. The HOMO energy comes out at -8.331 eV.

Positions of all 15 atoms, in Å:
C -1.83736 0.35540 -0.87740
C -0.81512 -0.42663 -1.01440
H -2.57474 -1.73349 -0.53363
H -2.38368 1.21219 -1.23619
H 1.43000 -0.95254 1.49477
N 2.41150 -0.31646 -0.30413
H 3.35290 -0.41129 0.06966
H -1.76751 -0.98302 0.93882
N 0.06333 1.89969 1.25053
C -1.91644 -0.95096 -0.14478
C 0.83915 0.96444 1.04366
H -0.86350 1.61552 0.88948
H 0.11622 -0.67048 -1.49941
H 2.41389 0.52243 -0.87661
C 1.53136 -0.12478 0.79963

---

Entry 3:
This record from the OMol25 dataset describes a molecular structure, C26H36DyN6O2S. The level of theory is wB97M-V/def2-TZVPD.

Its max |F| is 2.52 eV/Å. Its spin multiplicity is 6. Its net charge is +1. The HOMO energy (spin up / spin down) comes out at -9.580 / -9.580 eV. The expectation value of S² is 9.333.

Positions of all 72 atoms, in Å:
C -4.00784 2.16559 -2.87908
H 1.76222 1.40712 4.45425
C -0.73107 -3.72423 -0.02791
H 6.09995 1.31312 0.70215
C 0.68469 1.83113 -2.14475
C -2.49831 1.23891 -0.66967
H 0.92991 -1.38440 -3.21583
H 4.06292 0.43771 -0.38790
H -2.13933 -0.14613 3.29899
H -3.29446 -2.37816 2.84393
H 0.20314 -1.98143 3.25648
H 5.84064 2.80677 2.72112
C 5.09628 1.50610 1.17108
C -2.62065 -1.05857 -1.63473
H 1.76530 0.20973 -1.58110
C -1.38225 -0.64005 3.97564
C -3.67234 0.80864 -2.80648
H -0.37347 2.11560 -2.19805
H 1.16951 3.52226 -3.34902
H 3.70869 2.56052 4.08114
C 1.47523 0.24150 -4.40638
C 3.97715 0.98577 0.54074
H -2.94767 3.23982 0.18671
H -1.85308 -4.15436 1.81867
C -3.02176 2.55714 -0.71055
H -1.77463 -0.89047 4.95641
C -3.68166 3.02167 -1.81574
O 1.53322 1.08511 0.51864
N -1.69060 -1.62633 -0.91805
H 0.45109 -0.07825 5.03201
H 1.20613 -0.22408 -5.39757
H -0.42750 -0.33189 -3.59373
C 2.67087 1.20427 1.15179
H 1.11298 2.25324 -1.22471
C -2.94208 0.32887 -1.67442
H 2.60405 2.48755 -2.99745
H -3.26462 -2.30067 1.01368
Dy -0.04553 -0.48165 0.58411
C 1.52303 2.48274 -3.25795
H -0.12537 -3.85315 1.96417
H -3.96260 0.16272 -3.63032
H 0.28016 1.90031 -4.82252
H -3.04675 -0.76801 1.95374
C 4.97723 2.22634 2.34308
H -4.05832 4.03875 -1.83121
N 0.55078 0.53918 3.00888
C 2.77677 -2.14367 1.37914
H 1.86467 2.03835 -5.30238
C -0.22157 0.30607 4.26102
C 3.83884 2.19425 3.09673
C 2.66006 1.65510 2.53899
C -1.72085 -3.13061 -0.98643
H -1.26294 -2.81038 3.91724
O -1.64322 0.98769 0.28964
H -1.60854 -3.50296 -1.97738
C -0.90419 -1.96139 3.33038
C 0.63400 -0.33272 -3.27343
H -0.57190 1.25418 4.74141
H -0.60821 -4.79757 -0.16131
N 1.27987 1.73215 -4.51357
H 2.53938 0.07388 -4.26377
C 1.58403 1.24182 3.36460
S 4.09363 -2.68393 2.13994
N 1.81096 -1.82012 0.73658
C -1.04745 -3.51913 1.46619
H -4.48635 2.57533 -3.75993
H 0.27108 -3.33602 -0.22772
N -1.37475 -2.10008 1.92252
N 0.83108 0.36600 -2.01210
H -2.78282 -3.41013 -0.75680
C -2.85963 -1.85873 1.92522
H -3.21519 -1.67367 -2.27711

---

Entry 4:
This record from the OMol25 dataset describes a molecular structure, C3H3NO3. The level of theory is wB97M-V/def2-TZVPD.

Its max |F| is 3.38 eV/Å. Its relative energy (zero: lowest compared OMol25 entry of this formula, charge and spin) is 3.954 eV. The HOMO energy comes out at -9.484 eV.

Positions of all 10 atoms, in Å:
O -0.27036 -0.48900 -0.77763
O -1.52043 -1.47368 0.84298
N 0.90169 -0.02547 1.27606
C -1.24393 -1.30073 -0.31038
O 1.61643 1.12437 -0.97597
H 0.43934 -0.83462 1.66589
C 0.67907 1.67328 -0.40780
H 0.74554 2.79562 -0.32087
H -1.75518 -1.76482 -1.16284
C 0.40783 0.29503 0.17056

---

Entry 5:
This record from the OMol25 dataset describes C4H9NO2 in the gas phase. The level of theory is wB97M-V/def2-TZVPD.

Its max |F| is 0.51 eV/Å. Its relative energy (zero: lowest compared OMol25 entry of this formula, charge and spin) is 4.462 eV. The HOMO energy comes out at -7.097 eV.

Positions of all 16 atoms, in Å:
H 2.98567 -0.72445 0.22448
C 2.59551 0.16869 -0.26536
H -0.12544 -0.17800 1.52513
O 0.60361 -0.75062 1.12355
N -0.77012 -0.86268 -0.81495
O 1.34243 -0.11479 -0.90567
H -2.75017 -0.19685 -0.88844
H -0.71040 -0.65554 -1.80383
H -2.02926 1.13938 1.50590
H 3.26054 0.49494 -1.06485
H -2.35462 -1.12239 0.56178
C -1.97603 -0.35271 -0.12186
C -1.43508 0.86520 0.62176
C 0.32150 -0.41648 -0.13422
H -1.41577 1.74472 -0.03392
H 2.45761 0.96158 0.47048

---

Entry 6:
This record from the OMol25 dataset describes a molecular structure, C3H10Br2InO3S. The level of theory is wB97M-V/def2-TZVPD.

Its max |F| is 1.41 eV/Å. Its net charge is -1. The HOMO energy comes out at -5.148 eV.

Positions of all 20 atoms, in Å:
O 2.02836 -0.78064 0.10340
H -2.58793 0.87900 0.00412
O 0.69056 1.32652 -0.08234
Br -4.93041 1.46097 2.83736
H 1.00732 -0.02501 -2.35569
Br -5.30519 3.16092 -1.04418
H -5.16409 -0.48027 -0.22402
H 0.79803 1.13850 2.78891
S 0.78124 0.09755 0.67721
H 1.60718 -0.45745 2.82391
H 2.65004 -2.28535 -1.11082
O -0.35799 -0.77264 0.87108
H 2.76778 -0.07530 -2.33327
C 1.86821 -0.69885 -2.31731
H 2.44593 0.96715 2.11701
H 0.89804 -2.12802 -1.00588
In -4.36416 1.08229 0.27139
C 1.48516 0.47097 2.26377
H 1.85032 -1.32143 -3.21644
C 1.83161 -1.55892 -1.06820

---

Entry 7:
This record from the OMol25 dataset describes a molecular structure, C24H43N6OPb. The level of theory is wB97M-V/def2-TZVPD.

Its max |F| is 6.51 eV/Å. Its relative energy (zero: lowest compared OMol25 entry of this formula, charge and spin) is 2.502 eV. Its net charge is +1. The HOMO energy comes out at -9.881 eV.

Positions of all 75 atoms, in Å:
H -20.32131 -20.61883 -1.27750
H -15.53471 -16.32831 -6.63014
H -21.36007 -16.02334 1.82843
H -16.54957 -13.72801 -7.85243
H -10.43516 -15.60007 -4.36405
C -11.36805 -15.99733 -3.96404
N -17.59368 -13.50296 -1.42051
N -18.55179 -16.25013 0.62845
C -20.60258 -15.29191 2.11005
H -19.48159 -18.57915 0.85010
C -19.29427 -18.90191 -1.76770
H -16.81964 -10.63184 0.01225
O -15.97576 -18.29956 -1.72698
H -11.36653 -13.37245 0.40252
C -16.57135 -14.38569 -6.98349
N -19.18729 -17.79448 -2.03595
H -12.42635 -14.16033 -4.42849
C -12.31939 -13.89763 0.33665
H -18.76469 -21.48970 0.36662
H -19.42536 -11.92413 0.25541
C -12.02912 -17.05521 -4.86913
H -12.96189 -17.41545 -4.43521
H -11.18988 -14.85086 2.10184
C -17.89595 -12.81583 -0.57688
C -13.62732 -15.14716 -3.10813
C -17.80026 -10.61251 0.48776
N -17.92567 -15.21152 -3.86113
Pb -17.15417 -16.12024 -1.48626
H -20.37846 -17.21971 5.07203
C -18.61361 -20.46355 0.03154
H -18.83072 -20.89691 -2.12688
H -11.80966 -14.19577 -2.81646
H -19.66119 -9.39962 0.23033
C -19.29190 -20.27086 -1.36302
C -13.21736 -15.89485 1.63061
H -17.42413 -15.04252 -7.15512
N -15.59042 -15.37133 0.61118
H -19.05252 -17.06446 3.83542
C -18.97220 -19.48540 1.17774
N -14.67998 -15.42441 -2.70255
C -12.19644 -14.69023 1.71568
H -20.88089 -14.34687 1.64361
C -20.12412 -17.02305 4.03053
C -14.54921 -15.55362 1.03224
C -18.35813 -11.99484 0.46545
C -15.33473 -15.30829 -6.95828
H -18.92864 -10.01787 -1.23513
H -17.55896 -20.29698 -0.18771
H -20.62707 -17.83512 3.50546
C -20.57392 -15.61078 3.66289
H -14.53595 -14.84615 -6.37820
H -15.94950 -13.11195 -5.21794
C -12.26790 -14.82514 -3.57936
H -18.25192 -8.60420 -0.40042
C -18.70549 -9.58533 -0.25983
H -11.00719 -16.60753 -3.13607
C -19.48744 -15.87619 1.28367
H -14.86163 -15.19061 -7.93318
C -17.45167 -14.46442 -4.66456
H -18.17794 -19.18213 1.85986
H -12.11605 -16.66046 -5.88141
H -13.41320 -16.26003 2.63877
H -19.92059 -14.89135 4.15656
H -21.53376 -15.43038 4.14689
H -12.64308 -13.97522 2.40661
H -15.33110 -19.01536 -1.56397
H -18.27422 -12.69379 1.29763
H -13.20921 -13.26841 0.31660
H -12.26521 -14.54181 -0.54096
H -19.66138 -19.88322 1.92264
H -12.76893 -16.59172 0.92252
H -17.64134 -12.83720 -5.67158
H -17.69303 -10.27992 1.52023
C -16.84619 -13.58114 -5.62278
H -11.29548 -17.86135 -4.86879